Record 1
Here is one molecule with the formula C5H4O at a distorted geometry from the OMol25 dataset. Energies are from the ωB97M-V functional and the def2-TZVPD basis.

## Properties
ΔE to the lowest compared entry with this formula, charge and spin: 6.272 eV
frontier orbital gap (alpha / beta): 8.522 / 8.074 eV
F_max: 2.76 eV/Å
calculated total energy: -267.88185 hartree

Geometry as ORCA input:
```
! RIJCOSX wB97M-V def2-TZVPD def2/J DEFGRID3
* xyz 0 1
C -1.844 0.911 -0.011
C -2.125 -0.383 -0.019
C -0.453 0.898 0.083
C 0.748 0.433 0.067
C 1.699 -0.700 -0.059
O 2.099 0.657 0.086
H -2.379 1.732 -0.287
H -1.712 -1.321 0.381
H 1.998 -1.247 0.858
H 1.969 -0.981 -1.100
*
```


Record 2
Here is a 2-piece molecular cluster, C5H4O overall at a distorted geometry from the OMol25 dataset. Energies are from the ωB97M-V functional and the def2-TZVPD basis.

## Properties
ΔE to the lowest compared entry with this formula, charge and spin: 4.151 eV
structure (SMILES): C#CC=O.C#C
frontier orbital gap: 10.884 eV
F_max: 2.66 eV/Å
calculated total energy: -267.95981 hartree

Geometry as ORCA input:
```
! RIJCOSX wB97M-V def2-TZVPD def2/J DEFGRID3
* xyz 0 1
C -0.020 0.549 1.079
C -0.426 1.279 -0.239
C -0.471 2.132 -1.092
O -0.757 0.434 2.012
H 1.074 0.429 1.095
H -0.443 2.802 -1.907
C -0.203 -1.540 -0.255
C 0.680 -2.345 -0.130
H 1.450 -3.046 0.038
H -0.883 -0.693 -0.601
*
```


Record 3
Here is one molecule with the formula C5H4O2 at a distorted geometry from the OMol25 dataset. Energies are from the ωB97M-V functional and the def2-TZVPD basis.

## Properties
ΔE to the lowest compared entry with this formula, charge and spin: 4.769 eV
structure (SMILES): Oc1cc2c(o1)C2
frontier orbital gap: 9.032 eV
F_max: 6.20 eV/Å
calculated total energy: -343.21711 hartree

Geometry as ORCA input:
```
! RIJCOSX wB97M-V def2-TZVPD def2/J DEFGRID3
* xyz 0 1
C -0.304 -1.151 0.309
C 0.871 -0.410 0.451
C 0.473 0.946 0.135
C -1.271 -0.320 -0.073
C 1.901 0.639 -0.222
O -0.824 0.957 -0.221
O -2.600 -0.418 -0.169
H -0.331 -2.259 0.420
H 2.729 1.157 0.416
H 2.315 0.427 -1.224
H -2.961 0.432 0.179
*
```


Record 4
Here is a 2-piece molecular cluster, C5H4O2 overall at a distorted geometry from the OMol25 dataset. Energies are from the ωB97M-V functional and the def2-TZVPD basis.

## Properties
ΔE to the lowest compared entry with this formula, charge and spin: 3.462 eV
structure (SMILES): C=C=C=O.C=C=O
frontier orbital gap: 8.165 eV
F_max: 4.65 eV/Å
calculated total energy: -343.26515 hartree

Geometry as ORCA input:
```
! RIJCOSX wB97M-V def2-TZVPD def2/J DEFGRID3
* xyz 0 1
C -0.917 -1.610 0.586
C 0.293 -1.558 0.207
C -0.003 1.666 0.311
C 1.550 -1.539 -0.182
C -1.010 1.922 -0.466
O -2.060 -1.655 0.940
O 0.928 1.513 0.973
H 1.852 -2.008 -1.140
H 2.308 -0.983 0.267
H -2.008 2.176 -0.062
H -0.933 2.075 -1.435
*
```


Record 5
Here is a 2-piece molecular cluster, C5H4O2 overall at a distorted geometry from the OMol25 dataset. Energies are from the ωB97M-V functional and the def2-TZVPD basis.

## Properties
ΔE to the lowest compared entry with this formula, charge and spin: 3.679 eV
structure (SMILES): C=C=C=O.C=C=O
frontier orbital gap: 8.247 eV
F_max: 5.01 eV/Å
calculated total energy: -343.25717 hartree

Geometry as ORCA input:
```
! RIJCOSX wB97M-V def2-TZVPD def2/J DEFGRID3
* xyz 0 1
C -0.370 -1.498 -1.003
C 0.072 1.436 -1.456
C -1.534 -1.092 -1.287
C -0.593 1.719 -0.370
C 0.517 -1.733 -0.047
O -2.607 -0.789 -1.699
O 0.754 1.146 -2.363
H -1.721 1.668 -0.231
H -0.044 2.016 0.532
H 1.605 -1.652 -0.243
H 0.192 -2.135 0.796
*
```


Record 6
Here is one molecule with the formula C5H4O2 at a distorted geometry from the OMol25 dataset. Energies are from the ωB97M-V functional and the def2-TZVPD basis.

## Properties
ΔE to the lowest compared entry with this formula, charge and spin: 1.880 eV
structure (SMILES): O=C1C=CCC1=O
frontier orbital gap: 8.688 eV
F_max: 2.68 eV/Å
calculated total energy: -343.32328 hartree

Geometry as ORCA input:
```
! RIJCOSX wB97M-V def2-TZVPD def2/J DEFGRID3
* xyz 0 1
O 1.987 -1.541 0.275
C 1.166 -0.695 0.040
O -0.695 -2.269 -0.586
C -0.407 -1.127 -0.358
C -1.162 0.130 -0.062
C -0.101 1.200 0.100
C 1.177 0.777 0.092
H -1.517 -0.637 0.748
H -2.127 0.503 -0.399
H -0.381 2.250 0.163
H 2.060 1.409 -0.013
*
```


Record 7
Here is one molecule with the formula C5H4O2 at a distorted geometry from the OMol25 dataset. Energies are from the ωB97M-V functional and the def2-TZVPD basis.

## Properties
ΔE to the lowest compared entry with this formula, charge and spin: 4.211 eV
frontier orbital gap (alpha / beta): 6.499 / 9.068 eV
F_max: 1.71 eV/Å
calculated total energy: -343.23761 hartree

Geometry as ORCA input:
```
! RIJCOSX wB97M-V def2-TZVPD def2/J DEFGRID3
* xyz 0 1
O 2.281 -1.580 -0.338
C 1.381 -0.844 -0.081
O 0.027 -1.452 0.059
C -1.072 -0.768 0.152
C -1.167 0.637 -0.263
C 0.165 1.238 -0.195
C 1.293 0.598 0.099
H -1.806 -1.234 0.813
H -1.833 0.951 -1.078
H -1.479 1.304 0.571
H 2.210 1.149 0.260
*
```


Record 8
Here is C5H4O2 as an isolated structure at a distorted geometry from the OMol25 dataset. Energies are from the ωB97M-V functional and the def2-TZVPD basis.

## Properties
ΔE to the lowest compared entry with this formula, charge and spin: 2.484 eV
frontier orbital gap: 7.943 eV
F_max: 2.16 eV/Å
calculated total energy: -343.30109 hartree

Geometry as ORCA input:
```
! RIJCOSX wB97M-V def2-TZVPD def2/J DEFGRID3
* xyz 0 1
O 2.628 -0.406 0.107
C 1.468 -0.306 -0.054
C 0.242 1.322 -0.073
C -0.970 0.579 -0.308
C -1.055 -0.737 0.022
C 0.189 -1.426 0.241
O 0.468 -2.542 0.587
H 0.591 1.449 0.940
H 0.194 2.328 -0.533
H -1.789 1.033 -0.871
H -1.986 -1.288 -0.065
*
```


Record 9
Here is one molecule with the formula C5H4O2 at a distorted geometry from the OMol25 dataset. Energies are from the ωB97M-V functional and the def2-TZVPD basis.

## Properties
ΔE to the lowest compared entry with this formula, charge and spin: 0.912 eV
structure (SMILES): O=Cc1ccco1
frontier orbital gap: 9.626 eV
F_max: 4.05 eV/Å
calculated total energy: -343.35883 hartree

Geometry as ORCA input:
```
! RIJCOSX wB97M-V def2-TZVPD def2/J DEFGRID3
* xyz 0 1
C 2.052 0.242 0.005
C 0.622 0.063 -0.059
C -0.436 0.910 -0.010
C -1.641 0.118 -0.053
C -1.176 -1.175 0.022
H 2.311 1.371 0.232
H -0.517 2.002 -0.036
H -2.575 0.517 -0.010
H -1.605 -2.142 -0.060
O 2.822 -0.676 -0.052
O 0.145 -1.228 0.022
*
```


Record 10
Here is one molecule with the formula C5H4O2S at a distorted geometry from the OMol25 dataset. Energies are from the ωB97M-V functional and the def2-TZVPD basis.

## Properties
ΔE to the lowest compared entry with this formula, charge and spin: 3.479 eV
structure (SMILES): O=CC(C=O)=CC=S
frontier orbital gap: 7.358 eV
F_max: 5.29 eV/Å
calculated total energy: -741.45880 hartree

Geometry as ORCA input:
```
! RIJCOSX wB97M-V def2-TZVPD def2/J DEFGRID3
* xyz 0 1
C 0.189 -1.142 1.304
C -0.380 -0.183 0.306
C -0.007 0.755 -0.633
C -1.069 1.640 -1.280
C 1.450 0.997 -0.876
H 1.338 -1.043 1.500
H -1.499 -0.235 0.124
H -2.098 1.004 -0.942
H 1.336 1.937 -1.663
O -0.970 2.476 -2.192
O 2.417 0.536 -0.365
S -0.734 -2.385 1.782
*
```